53
Properties=species:S:1:pos:R:3 method="wB97M-V/def2-TZVPD" relative_energy_kj_mol=162.9 charge=-2 largest_force_ev_per_a=1.2 multiplicity=1 homo_ev="-0.8 / -0.8" e_tot_ha=-12532.41389
Ir -2.0597 1.8419 -1.4514
Se -0.2773 3.7333 -1.7266
Se -1.2264 4.7952 -3.5468
Te -3.4969 5.3857 -2.5936
Se -4.1832 3.0303 -1.9679
C 1.8298 -1.1789 -4.6456
S 1.4842 -2.0644 -3.1059
C -0.2586 -2.2219 -3.1741
C -1.1628 -1.2254 -3.0148
S -0.7964 0.4731 -2.8879
S -2.8278 -1.7685 -3.0439
C -2.5557 -3.4558 -3.2116
S -3.7568 -4.5966 -3.1779
S -0.8957 -3.8345 -3.3816
H 2.9174 -1.1518 -4.7386
H 1.4299 -0.1680 -4.5785
H 1.3936 -1.7127 -5.4897
C -1.7796 1.7968 0.4060
Ge -0.2988 0.8035 1.0963
C 1.4888 1.5173 0.7082
C 2.0383 1.2664 -0.5552
C 3.2570 1.8277 -0.9238
C 3.9398 2.6584 -0.0427
C 3.3994 2.9288 1.2096
C 2.1785 2.3682 1.5760
C -0.3124 -1.0387 0.4005
C 0.8558 -1.7938 0.2629
C 0.8079 -3.1257 -0.1431
C -0.4187 -3.7342 -0.3840
C -1.5922 -3.0006 -0.2406
C -1.5361 -1.6605 0.1313
C -0.5302 0.5682 3.0468
C -1.8452 0.4278 3.5094
C -2.1156 0.2101 4.8578
C -1.0703 0.1379 5.7739
C 0.2406 0.2685 5.3318
C 0.5055 0.4758 3.9801
H -2.0913 2.6555 1.0104
H 1.5025 0.6323 -1.2585
H 3.6604 1.6294 -1.9109
H 4.8833 3.1071 -0.3372
H 3.9203 3.5916 1.8933
H 1.7550 2.6032 2.5489
H 1.8165 -1.3334 0.4766
H 1.7290 -3.6834 -0.2739
H -0.4613 -4.7730 -0.6932
H -2.5496 -3.4737 -0.4336
H -2.4496 -1.0796 0.2110
H -2.6615 0.4937 2.7931
H -3.1410 0.1000 5.1936
H -1.2777 -0.0165 6.8271
H 1.0578 0.2087 6.0418
H 1.5368 0.5554 3.6469